[1]
Density functional theory data (ωB97M-V/def2-TZVPD) for a single CH2N2O3 molecule.

## Properties
E_tot	-374.29427	Eh
energy relative to the best compared isomer or geometry (same formula, charge and spin)	116.0	kcal/mol

The geometry in XYZ format:
```
8
Properties=species:S:1:pos:R:3:forces:R:3
O -0.58690 -0.29203 -0.31699 0.53 0.99 -0.11
O 0.55569 0.76323 1.15812 -0.66 0.40 0.68
O 1.28544 0.68935 -1.03722 0.93 0.73 1.20
N -0.62429 -0.81989 -1.49549 0.69 -1.70 -3.26
N -0.30292 -0.22615 1.72936 -0.93 -0.45 2.54
C 0.57682 0.45516 -0.11335 -0.70 -0.23 -1.26
H 0.38243 -0.73443 -1.93929 -2.09 -0.06 1.11
H -1.28626 0.16476 2.01485 2.24 0.32 -0.91
```
Positions in Å, forces in eV/Å.

[2]
Density functional theory data (ωB97M-V/def2-TZVPD) for a molecular structure, C26H35AsKN4S.

## Properties
E_tot	-4464.52994	Eh
energy relative to the best compared isomer or geometry (same formula, charge and spin)	0.0	kcal/mol
net charge	+1

The geometry in XYZ format:
```
68
Properties=species:S:1:pos:R:3:forces:R:3
As 1.29189 0.40947 0.75912 0.59 -0.14 0.19
K -1.58040 0.74598 -0.38163 -0.25 -0.64 -0.25
S -3.02746 -1.55830 1.01394 -0.15 0.11 0.31
N -1.86910 -2.98796 -0.92786 -0.04 -0.52 -0.09
N -3.46079 -4.04625 0.30194 0.07 -0.03 -0.07
N -0.70093 0.30135 -2.85458 0.09 -0.06 -0.32
N -1.25114 -1.88940 -1.40372 -0.09 0.48 0.10
C 4.67125 -3.24602 2.96043 0.05 -0.02 0.03
C -3.05763 2.39354 1.52849 -0.09 0.15 0.09
C 2.36513 -2.72698 2.52451 -0.06 0.02 -0.01
C 1.66010 -1.52398 0.43129 0.04 0.04 0.12
C 0.14768 -0.73489 -2.87323 0.09 0.26 -0.16
C -0.30869 1.44910 -3.39379 0.09 0.09 -0.04
C 4.04459 -2.13839 0.92354 -0.04 0.05 -0.04
C -1.03789 3.43385 0.66773 0.02 0.23 0.09
C 0.94708 1.64885 -3.94800 0.08 -0.05 -0.01
C 1.43134 -0.62343 -3.40003 -0.06 -0.08 0.06
C 1.83850 0.58977 -3.93258 -0.03 0.04 0.00
C 3.11811 1.08784 0.96076 -0.06 -0.04 -0.06
C -3.00074 3.24237 -0.74740 -0.11 0.24 -0.03
C -1.68215 3.64232 -0.55109 -0.04 0.15 0.06
C -2.78355 -2.90787 0.08383 0.09 -0.02 -0.02
C 0.05129 -3.32780 -2.90574 0.00 0.07 0.04
C 5.02180 -2.68378 1.74125 0.00 0.00 0.02
C -0.38141 -2.01037 -2.32627 0.02 -0.38 -0.05
C -1.73555 2.80417 1.69378 -0.04 0.18 0.09
C 0.88208 0.29410 2.66909 -0.04 -0.03 0.02
C -3.67178 2.61075 0.29823 -0.13 0.16 0.08
C -3.81785 1.78452 2.67357 0.02 -0.01 -0.03
C 3.33977 -3.27157 3.34743 0.01 0.00 0.01
C 0.36099 3.94520 0.88167 -0.07 -0.01 -0.01
C -3.71313 3.54555 -2.03821 0.01 0.00 0.06
C 2.70370 -2.14135 1.30604 0.06 -0.07 0.01
H -4.21786 2.57562 3.31097 -0.01 -0.03 0.02
H 4.32088 -1.70488 -0.03196 0.02 0.01 0.01
H -4.65394 1.18297 2.31943 0.00 -0.01 0.02
H 5.43200 -3.67153 3.60170 -0.01 0.00 -0.01
H 3.63173 1.11811 0.00048 -0.03 -0.01 -0.02
H -4.70800 2.31849 0.16457 0.02 -0.06 -0.02
H 0.34222 5.02864 1.01393 0.04 0.00 0.00
H -4.13088 4.55331 -1.99814 -0.01 -0.01 -0.04
H -1.15706 4.16711 -1.34332 0.01 -0.05 -0.03
H -0.71574 -3.70648 -3.58784 0.00 -0.03 0.02
H 1.21543 2.60190 -4.38182 -0.03 0.01 0.01
H 1.32367 -2.76492 2.82525 0.01 0.01 0.01
H 2.83473 0.69894 -4.34025 0.00 0.00 0.00
H 6.05782 -2.67333 1.42826 -0.01 0.00 -0.01
H -4.53545 2.85234 -2.20998 0.00 0.00 -0.03
H 0.76118 1.29566 3.08068 0.00 0.02 -0.04
H 1.93982 -1.60978 -0.62000 -0.03 0.03 -0.02
H -4.12808 -4.05944 1.05225 -0.02 0.02 0.02
H -1.04161 2.24969 -3.39550 0.03 0.01 0.04
H 0.99718 3.72390 0.02402 0.02 0.01 0.01
H -3.17387 1.15667 3.28965 -0.01 0.00 0.01
H 0.69700 -2.02005 0.56757 -0.02 0.01 -0.04
H -1.74653 -3.87486 -1.39918 0.03 0.02 -0.02
H 1.69152 -0.20613 3.19872 -0.01 -0.03 0.01
H 2.11352 -1.46215 -3.38573 -0.01 -0.02 -0.01
H 0.81027 3.50794 1.77282 0.02 0.01 0.00
H -0.04611 -0.25995 2.81785 0.00 0.01 0.01
H 0.96691 -3.23524 -3.48050 0.00 0.00 -0.02
H 3.67709 0.45460 1.64712 0.02 -0.01 0.01
H 3.06039 -3.72224 4.29101 -0.01 0.00 -0.01
H -1.25784 2.67171 2.65879 0.02 -0.06 -0.03
H -3.41997 -4.83467 -0.32154 0.00 -0.02 0.01
H 3.07854 2.10007 1.36192 -0.05 0.01 -0.01
H 0.22209 -4.06906 -2.12202 0.02 0.00 -0.01
H -3.03615 3.50663 -2.89169 -0.02 0.01 -0.01
```
Positions in Å, forces in eV/Å.

[3]
Density functional theory data (ωB97M-V/def2-TZVPD) for a single C4H7NO2 molecule.

## Properties
E_tot	-361.83834	Eh
energy relative to the best compared isomer or geometry (same formula, charge and spin)	26.7	kcal/mol
structure (SMILES)	[H]/N=C1/CO[C@H](C)O1

The geometry in XYZ format:
```
14
Properties=species:S:1:pos:R:3:forces:R:3
O -0.39006 -1.29252 0.12324 -0.04 -0.08 0.03
O 0.41075 0.77748 0.66778 0.11 -0.04 -0.01
N 2.57828 0.59382 -0.18957 -0.37 -0.01 0.13
C 1.42094 0.14358 0.01928 0.30 -0.02 -0.14
C -1.85044 0.61951 -0.15519 0.00 0.01 -0.02
C -0.75804 -0.04200 0.65829 -0.35 0.13 0.07
C 0.91019 -1.20499 -0.41915 0.22 -0.04 -0.10
H -2.73945 -0.01766 -0.16132 0.13 0.08 0.01
H 1.53884 -2.00778 -0.02225 -0.08 0.11 -0.06
H 2.67404 1.53264 0.19673 0.03 -0.05 -0.03
H -1.06825 -0.19077 1.70052 0.06 0.05 -0.14
H -1.51547 0.77339 -1.18665 -0.02 -0.05 0.16
H -2.10739 1.58820 0.28202 0.02 -0.12 -0.04
H 0.89603 -1.27289 -1.51373 0.00 0.02 0.14
```
Positions in Å, forces in eV/Å.

[4]
Density functional theory data (ωB97M-V/def2-TZVPD) for a molecular structure, C4H10Br6O2.

## Properties
E_tot	-15752.88834	Eh

The geometry in XYZ format:
```
22
Properties=species:S:1:pos:R:3:forces:R:3
Br -1.92342 -1.48764 -5.91804 -1.29 -1.19 -0.74
Br -0.69898 1.29174 -5.50607 -0.26 1.33 -0.11
Br 0.20455 0.66948 -1.70436 0.10 -0.03 -0.27
Br 1.14915 -1.12486 -5.40417 1.63 -0.87 -0.65
Br 3.31241 -0.13767 -1.66590 0.48 0.04 -0.40
Br 1.10611 -2.18123 -0.68340 0.18 0.48 0.36
O 0.97695 0.60892 1.75666 -0.94 0.39 0.83
O -1.34425 -0.78855 2.64311 -0.04 1.09 -0.32
C -2.57951 -0.07491 2.49167 -1.42 0.46 2.00
C -0.59134 -0.53668 -5.09147 0.72 0.56 1.46
C 1.64159 -0.31755 -0.81521 -0.80 0.55 -0.19
C 1.73740 1.20374 2.79731 0.66 0.79 1.49
H 2.29006 2.14659 2.50799 -0.79 -1.09 -0.39
H 1.24598 1.50442 3.76959 -0.47 -0.40 -1.28
H -3.37985 -0.67853 2.95861 0.26 0.11 -0.15
H -2.61744 0.90084 3.09148 0.78 -1.39 -0.85
H 0.13730 0.16120 2.06776 1.10 0.68 0.13
H -2.95837 0.15619 1.50606 0.70 -0.07 -0.64
H 1.66653 0.26748 0.11139 0.08 -1.20 0.07
H 2.48778 0.50314 3.15805 0.30 -0.19 -0.22
H -1.25353 -1.43950 1.94504 -0.20 -0.22 -0.19
H -0.60909 -0.64663 -4.01610 -0.79 0.16 0.07
```
Positions in Å, forces in eV/Å.

[5]
Density functional theory data (ωB97M-V/def2-TZVPD) for a single C4H6N2O molecule.

## Properties
E_tot	-340.67242	Eh
energy relative to the best compared isomer or geometry (same formula, charge and spin)	76.9	kcal/mol

The geometry in XYZ format:
```
13
Properties=species:S:1:pos:R:3:forces:R:3
O 0.18420 -2.36049 0.42744 0.10 -0.03 -0.05
N -0.60711 1.79633 -0.48823 -0.36 -0.05 0.08
N 1.92633 0.32381 0.11812 -0.07 -0.13 -0.24
C -1.47148 0.91599 -0.14566 0.13 0.03 -0.05
C 0.04758 -1.05659 0.06495 -0.15 0.13 -0.02
C -1.15195 -0.45624 0.22653 0.19 -0.08 -0.02
C 1.29132 -0.58426 -0.56373 0.12 0.33 0.33
H 2.79847 0.69868 -0.23503 -0.14 -0.10 0.03
H 1.54264 0.80143 0.93215 -0.05 -0.07 -0.12
H 1.00003 -2.67904 0.00781 -0.13 -0.05 0.08
H -1.96873 -1.08661 0.56816 0.10 0.09 -0.05
H -1.07940 2.65888 -0.75678 0.07 -0.07 0.06
H -2.54934 1.13530 -0.12896 0.18 0.01 -0.03
```
Positions in Å, forces in eV/Å.

[6]
Density functional theory data (ωB97M-V/def2-TZVPD) for a molecular structure, C10H14N7OOsS6SbSe4.

## Properties
E_tot	-13173.92298	Eh
energy relative to the best compared isomer or geometry (same formula, charge and spin)	9.8	kcal/mol
net charge	-2

The geometry in XYZ format:
```
44
Properties=species:S:1:pos:R:3:forces:R:3
Os 0.95261 -0.58891 0.35699 -0.54 0.64 -0.05
Sb 3.59335 -5.74217 -2.27865 -0.03 0.08 -0.06
Se 5.80028 -6.46116 -1.74676 0.06 -0.06 0.02
Se 1.52318 -3.04486 0.63917 0.07 -0.01 -0.35
Se 3.48839 -5.19232 -4.64000 -0.02 -0.04 -0.07
Se 2.87978 -1.79335 -0.82018 0.06 -0.37 0.08
S -5.13210 6.52897 -2.79241 0.00 0.00 0.04
S -3.74859 9.03126 -3.62893 0.00 0.02 0.05
S -2.30148 6.60811 -2.62240 -0.01 0.02 0.03
S -1.93614 3.85637 -1.57555 -0.07 0.08 -0.07
S 3.23725 -0.39162 4.37340 0.01 -0.04 0.03
S -5.41490 3.71589 -1.84724 0.02 0.01 0.00
O 0.27640 0.90582 0.78223 0.16 -0.22 0.15
N 1.71271 -0.57019 2.36094 0.45 0.23 -0.22
N 0.90175 -0.75376 3.44096 -0.12 0.06 -0.05
N -0.28073 -2.82275 -5.46279 -0.07 -0.07 -0.01
N 3.96530 -0.15699 1.77718 -0.05 0.15 0.18
N 0.10961 -0.56311 -1.52410 -0.04 -0.42 0.12
N 1.07278 -3.02687 -3.62004 0.03 0.32 0.14
N -0.65882 -1.42121 -3.69487 0.11 -0.09 0.10
C -5.20017 3.65260 -0.05169 -0.01 0.00 0.01
C 1.52845 -0.69890 4.55499 0.01 -0.02 0.02
C -4.36534 5.05278 -2.24779 -0.03 0.01 -0.01
C 2.97374 -0.37485 2.66457 -0.06 -0.13 0.08
C 1.16252 -2.34528 6.40974 0.00 0.00 0.01
C -0.24862 -0.98137 -2.54149 -0.09 0.11 -0.08
C -3.73041 7.47328 -3.03205 0.01 -0.04 -0.13
C 0.06218 -2.41379 -4.21810 0.05 0.01 -0.01
C 0.88520 -0.93723 5.88144 0.00 -0.02 -0.01
C -3.00024 5.05428 -2.13276 0.03 -0.01 0.04
H -1.17369 -2.50777 -5.79855 0.03 0.01 -0.01
H -4.14183 3.52167 0.17033 0.00 0.00 -0.01
H -5.58404 4.55884 0.41492 0.00 0.00 0.00
H 1.45742 -2.63110 -2.76329 0.00 -0.05 0.00
H 0.79772 -3.09208 5.70497 0.00 0.00 0.00
H 0.66693 -2.50127 7.36858 0.00 0.00 0.00
H 3.70974 -0.37880 0.81015 0.02 -0.08 0.01
H -5.75958 2.78895 0.30914 0.00 0.00 0.00
H 1.22937 -0.18822 6.59825 0.00 0.01 0.00
H 4.87770 -0.49453 2.03618 0.02 0.05 0.04
H 1.70029 -3.66338 -4.12006 -0.01 -0.15 -0.01
H 2.23187 -2.51144 6.54915 0.00 0.00 0.00
H 0.06483 -3.71224 -5.78105 0.01 0.02 -0.02
H -0.18466 -0.78728 5.73752 0.00 0.00 0.00
```
Positions in Å, forces in eV/Å.